The following is a DFT calculation (ωB97M-V with the def2-TZVPD basis set) of a cluster of 9 separate species, H18O9 in total in a non-equilibrium geometry.

Last column: Löwdin spin population.
Cartesian coordinates (Å):
O -0.84 3.37 0.80  0.116
H -0.30 3.27 -0.02  0.035
H -0.23 3.89 1.47  0.059
O -0.54 -0.67 0.35  0.062
H -0.06 -1.38 -0.16  0.017
H -0.22 -0.50 1.17  0.029
O 2.22 1.16 0.41  0.077
H 1.40 0.75 0.49  0.024
H 2.29 2.02 0.56  0.035
O -0.26 -4.08 0.65  0.049
H -0.71 -4.45 -0.07  0.014
H 0.62 -4.42 0.77  0.017
O -3.01 -1.83 -0.48  0.027
H -2.12 -2.00 -0.42  0.011
H -3.28 -0.98 -0.35  0.010
O 1.04 1.59 4.31  0.076
H 0.89 2.41 3.93  0.036
H 0.81 1.02 3.60  0.028
O 1.96 -2.08 0.12  0.065
H 1.89 -2.95 -0.30  0.025
H 2.76 -1.82 -0.44  0.022
O -0.08 -0.08 -2.75  0.043
H -0.15 -0.38 -1.89  0.013
H -0.46 0.94 -2.78  0.012
O -0.94 2.62 -2.77  0.058
H -1.59 2.00 -2.47  0.023
H -1.10 2.57 -3.74  0.018

Expectation value of S² ... 0.75
HOMO energy (alpha / beta) ... 0.41 / -7.84 eV
Multiplicity ... 2
Molecular weight ... 162.1 g mol⁻¹
Net charge ... -1